P | Here is 2 unconnected molecules or ions with the total composition C3H9NO2S2 from the OMol25 dataset. Energies are from ωB97M-V/def2-TZVPD.

```
17
C3H9NO2S2 ωB97M-V/def2-TZVPD
C -2.2332 1.3689 0.0097
C -1.2778 -0.8296 0.2701
C 1.0336 -0.9188 -1.1908
N -1.2420 0.4451 0.4109
O 1.8864 -1.1817 1.1669
O 1.2651 1.1140 0.3882
S 3.9202 0.1953 -0.2368
S 1.9906 -0.0801 -0.0350
H -3.1977 0.8537 -0.0659
H -2.3268 1.8569 1.0698
H -2.0988 2.1111 -0.7679
H -2.3430 -1.1963 -0.0725
H -0.3066 -1.3539 0.3248
H 1.3244 -1.9441 -1.0710
H 1.0229 -0.3714 -2.0829
H 2.7526 -0.8395 1.4567
H -0.1699 0.7704 0.4258
```

HOMO ... -0.27344 Eh
Charge ... 0
HOMO-LUMO gap ... 7.32 eV
LUMO energy ... -0.12 eV

Here are the natural (NBO) charges for atoms 1 to 8, given in e: atom 1 (C): -0.43, atom 2 (C): 0.05, atom 3 (C): -1.10, atom 4 (N): -0.48, atom 5 (O): -0.88, atom 6 (O): -0.97, atom 7 (S): -0.51, atom 8 (S): 1.77

Q | Here is a molecular structure, C3H9NO2S2 from the OMol25 dataset. Energies are from ωB97M-V/def2-TZVPD.

```
17
C3H9NO2S2 ωB97M-V/def2-TZVPD
C -0.1918 -2.0605 -0.2147
C -2.4830 1.0120 -0.9002
C 1.8253 0.6321 1.4756
N -0.0540 -0.2561 -0.3922
O 2.3968 -0.6339 -0.6751
O 1.5336 1.6871 -0.7893
S -1.1678 0.6586 0.3688
S 1.4895 0.3887 -0.2665
H 0.7969 -2.5094 -0.2134
H -0.6867 -2.1917 0.7709
H -0.8790 -2.4905 -1.0201
H -2.9532 1.8650 -0.5403
H -3.1865 0.2537 -0.9509
H -1.8874 1.4272 -1.8584
H 1.8964 -0.3538 1.9239
H 2.5592 1.3928 1.4488
H 0.9916 1.1788 1.8331
```

HOMO ... -0.32993 Eh
Charge ... 0
HOMO-LUMO gap ... 9.60 eV
LUMO energy ... 0.62 eV

Here are the natural (NBO) charges for atoms 1 to 8, given in e: atom 1 (C): -0.37, atom 2 (C): -0.73, atom 3 (C): -0.89, atom 4 (N): -0.91, atom 5 (O): -0.96, atom 6 (O): -0.94, atom 7 (S): 0.40, atom 8 (S): 2.33

R | Here is 2 unconnected molecules or ions with the total composition C3H9NO2S2 from the OMol25 dataset. Energies are from ωB97M-V/def2-TZVPD.

```
17
C3H9NO2S2 ωB97M-V/def2-TZVPD
C 1.8138 0.3693 0.5020
C -1.3400 0.0953 0.7973
C 1.0257 -0.8215 0.7415
N 1.0436 -1.8291 -0.1589
O -0.9295 -0.6360 -1.7558
O -0.6988 1.7623 -1.1028
S -3.2857 0.9517 -1.5537
S -1.5930 0.3498 -0.9016
H 2.6844 0.1358 -0.1755
H 2.2768 0.7822 1.4917
H 1.0781 1.1398 -0.0115
H -1.8053 -0.7176 1.1904
H -1.5721 0.8712 1.4506
H 0.7423 -0.9770 1.7026
H 1.4854 -1.5372 -1.0256
H -1.2029 2.4950 -0.9333
H 0.2773 -2.4339 -0.2574
```

HOMO ... -0.28559 Eh
Charge ... 0
HOMO-LUMO gap ... 7.75 eV
LUMO energy ... -0.02 eV

Here are the natural (NBO) charges for atoms 1 to 8, given in e: atom 1 (C): -0.74, atom 2 (C): -0.97, atom 3 (C): 0.28, atom 4 (N): -0.71, atom 5 (O): -0.95, atom 6 (O): -0.90, atom 7 (S): -0.50, atom 8 (S): 1.78

Most stable structure: Q

P | Here is a molecular structure, C19H23Cl2EuNS from the OMol25 dataset. Energies are from ωB97M-V/def2-TZVPD.

```
47
C19H23Cl2EuNS ωB97M-V/def2-TZVPD
Eu 0.8710 -0.3682 -0.3085
Cl 0.5174 -2.8806 -0.7036
Cl 2.0240 1.6666 0.9755
C 2.3482 -0.0334 -1.6271
H 2.9029 0.9141 -1.5760
H 2.8039 -0.8535 -2.1990
C -0.1991 1.0751 -1.9511
C 0.8405 0.4020 -2.5270
H 0.0360 1.8491 -1.2004
C 0.4841 -0.7775 -3.4902
H 1.3634 1.1306 -3.1751
C -0.6951 -0.3488 -4.3626
H 1.3666 -1.0093 -4.1000
H 0.2454 -1.6742 -2.8958
C -1.9164 -0.0428 -3.4994
H -0.4099 0.5490 -4.9246
H -0.9355 -1.1243 -5.0973
C -1.6308 0.9356 -2.3297
H -2.7217 0.3633 -4.1226
H -2.2867 -0.9829 -3.0712
H -2.0489 1.9236 -2.5849
H -2.2121 0.6023 -1.4522
N 0.1817 -0.5640 2.2935
S -0.9130 -0.5781 3.4117
C -0.4704 -1.7744 4.6803
C -1.2680 -2.9230 4.8147
C -0.9109 -3.9037 5.7406
C 0.2463 -3.7497 6.5136
C 1.0323 -2.6008 6.3797
C 0.6703 -1.6031 5.4653
C -0.8168 0.9563 4.3565
C -0.2566 2.0893 3.7667
C -0.1345 3.2734 4.4969
C -0.6048 3.3381 5.8122
C -1.2148 2.2179 6.3887
C -1.3354 1.0317 5.6611
H 1.0340 -0.1867 2.7362
H -2.1579 -3.0177 4.1919
H -1.5351 -4.7914 5.8507
H 0.5357 -4.5286 7.2208
H 1.9318 -2.4730 6.9841
H 1.2634 -0.6939 5.3660
H 0.1438 2.0298 2.7542
H 0.3329 4.1401 4.0276
H -0.4985 4.2597 6.3862
H -1.5957 2.2645 7.4098
H -1.8061 0.1538 6.1031
```

HOMO (alpha / beta) ... -0.00122 / -0.17303 Eh
Charge ... -1
HOMO-LUMO gap (alpha / beta) ... 2.42 / 5.72 eV
Multiplicity ... 7
LUMO energy (alpha / beta) ... 2.39 / 1.01 eV

Here are the Löwdin charges for atoms 1 to 8, given in e: atom 1 (Eu): 1.21, atom 2 (Cl): -0.28, atom 3 (Cl): -0.20, atom 4 (C): -0.34, atom 5 (H): 0.01, atom 6 (H): 0.03, atom 7 (C): -0.24, atom 8 (C): -0.47

Q | Here is a molecular structure, C19H23Cl2EuNS from the OMol25 dataset. Energies are from ωB97M-V/def2-TZVPD.

```
47
C19H23Cl2EuNS ωB97M-V/def2-TZVPD
Eu 0.9274 -0.6423 0.0945
Cl 0.5292 -3.0793 -0.6083
Cl 1.8622 1.7383 0.9434
C 2.1824 -0.0299 -1.6678
H 2.7646 0.8936 -1.5384
H 2.6840 -0.8785 -2.1626
C -0.3848 0.6346 -1.6148
C 0.7869 0.3015 -2.3705
H -0.2032 1.3622 -0.7819
C 0.5359 -0.7324 -3.5057
H 0.9824 1.2565 -2.8923
C -0.6034 -0.2268 -4.3836
H 1.4567 -0.8070 -4.0944
H 0.3093 -1.7178 -3.0750
C -1.8830 -0.0787 -3.5670
H -0.3297 0.7525 -4.7956
H -0.7754 -0.8891 -5.2360
C -1.6497 0.8526 -2.3523
H -2.6991 0.3134 -4.1890
H -2.2038 -1.0682 -3.2149
H -1.5853 1.8828 -2.7487
H -2.5350 0.8476 -1.7014
N 0.3189 -0.5576 2.4359
S -0.9529 -0.5496 3.3963
C -0.5278 -1.7403 4.6628
C -1.2998 -2.9092 4.7854
C -0.8988 -3.8893 5.6961
C 0.2723 -3.7146 6.4414
C 1.0579 -2.5687 6.2747
C 0.6531 -1.5736 5.3790
C -0.8569 0.9978 4.3227
C -0.2824 2.1154 3.7194
C -0.1005 3.2933 4.4465
C -0.5347 3.3661 5.7744
C -1.1521 2.2586 6.3699
C -1.3339 1.0801 5.6404
H 1.0893 -0.1846 3.0112
H -2.1806 -3.0245 4.1560
H -1.4997 -4.7947 5.8094
H 0.5846 -4.4820 7.1533
H 1.9907 -2.4385 6.8290
H 1.2638 -0.6810 5.2275
H 0.1123 2.0456 2.7044
H 0.3895 4.1435 3.9666
H -0.3962 4.2873 6.3427
H -1.4847 2.3100 7.4092
H -1.7994 0.2076 6.0972
```

HOMO (alpha / beta) ... -0.07674 / -0.07618 Eh
Charge ... -1
HOMO-LUMO gap (alpha / beta) ... 4.26 / 4.25 eV
Multiplicity ... 7
LUMO energy (alpha / beta) ... 2.18 / 2.18 eV

Here are the Löwdin charges for atoms 1 to 8, given in e: atom 1 (Eu): 1.15, atom 2 (Cl): -0.38, atom 3 (Cl): -0.24, atom 4 (C): -0.38, atom 5 (H): -0.01, atom 6 (H): 0.01, atom 7 (C): -0.40, atom 8 (C): -0.55

Most stable structure: Q

P | Here is 2 unconnected molecules or ions with the total composition C5H8NO from the OMol25 dataset. Energies are from ωB97M-V/def2-TZVPD.

```
15
C5H8NO ωB97M-V/def2-TZVPD
C -0.9154 -0.1032 -0.8271
C 1.4239 0.3467 0.6408
C 1.8797 -0.5436 -0.0952
C 1.2579 -1.9101 -0.1438
C -2.0765 1.8552 0.3434
N -1.4410 0.7493 -0.2814
O 0.9550 1.2732 1.1973
H -0.4805 -0.9396 -1.2099
H 2.8949 -0.4589 -0.5741
H 0.6091 -2.0991 0.7372
H 1.9299 -2.6814 -0.0451
H 0.9215 -2.1002 -1.1687
H -2.7453 2.3666 -0.4376
H -1.4839 2.7319 0.6528
H -2.7294 1.5133 1.2113
```

HOMO (alpha / beta) ... -0.36119 / -0.61438 Eh
Charge ... +1
HOMO-LUMO gap (alpha / beta) ... 5.67 / 10.10 eV
Multiplicity ... 3
LUMO energy (alpha / beta) ... -4.16 / -6.62 eV

Here are the natural (NBO) charges for atoms 1 to 8, given in e: atom 1 (C): 0.40, atom 2 (C): 0.36, atom 3 (C): -0.09, atom 4 (C): -0.70, atom 5 (C): -0.49, atom 6 (N): -0.17, atom 7 (O): -0.38, atom 8 (H): 0.27

Q | Here is a gas-phase ion, C5H8NO (charge +1) from the OMol25 dataset. Energies are from ωB97M-V/def2-TZVPD.

```
15
C5H8NO ωB97M-V/def2-TZVPD
C -0.5047 -0.4635 -0.0048
C -0.7741 -1.7652 0.1131
C -1.6285 0.5612 -0.1462
C 1.0761 -0.1917 -0.0240
C 1.4459 1.1975 -0.0280
N 2.0292 -1.0889 -0.0432
O -2.8070 0.0824 -0.0476
H 0.1312 -2.4597 0.0045
H -1.7116 -2.1647 0.0910
H -1.2223 1.4760 0.0362
H 1.2044 1.7246 -0.8426
H 2.5241 1.3337 -0.0186
H 0.8219 1.7060 0.8591
H 2.9725 -0.6202 0.0381
H -3.5570 0.6724 0.0130
```

HOMO (alpha / beta) ... -0.46319 / -0.55989 Eh
Charge ... +1
HOMO-LUMO gap (alpha / beta) ... 7.99 / 6.35 eV
Multiplicity ... 3
LUMO energy (alpha / beta) ... -4.61 / -8.89 eV

Here are the natural (NBO) charges for atoms 1 to 8, given in e: atom 1 (C): 0.06, atom 2 (C): -0.18, atom 3 (C): 0.18, atom 4 (C): 0.29, atom 5 (C): -0.70, atom 6 (N): -0.39, atom 7 (O): -0.58, atom 8 (H): 0.24

Most stable structure: Q

P | Here is a gas-phase ion, C5H8NO (charge +1) from the OMol25 dataset. Energies are from ωB97M-V/def2-TZVPD.

```
15
C5H8NO ωB97M-V/def2-TZVPD
C 1.6920 -0.7944 1.0140
C -0.2838 1.9741 0.1826
C 1.5141 0.1460 0.1432
C -1.2891 -0.2666 0.5776
C -1.5793 -0.8624 -0.7421
N -0.1162 0.7523 0.3231
O -1.7095 -0.3200 1.6510
H 2.6196 -1.2263 1.2117
H 1.1073 -1.2198 1.7695
H -1.1494 2.4741 0.3508
H 0.6294 2.6405 -0.0739
H 1.9868 0.5712 -0.7103
H -2.6892 -0.6271 -0.9064
H -1.0138 -0.4693 -1.4744
H -1.5412 -2.0730 -0.6201
```

HOMO (alpha / beta) ... -0.38496 / -0.57721 Eh
Charge ... +1
HOMO-LUMO gap (alpha / beta) ... 5.71 / 6.71 eV
Multiplicity ... 3
LUMO energy (alpha / beta) ... -4.77 / -9.00 eV

Here are the natural (NBO) charges for atoms 1 to 8, given in e: atom 1 (C): -0.37, atom 2 (C): -0.11, atom 3 (C): 0.04, atom 4 (C): 0.50, atom 5 (C): -0.65, atom 6 (N): -0.32, atom 7 (O): -0.14, atom 8 (H): 0.26

Q | Here is a gas-phase ion, C5H8NO (charge +1) from the OMol25 dataset. Energies are from ωB97M-V/def2-TZVPD.

```
15
C5H8NO ωB97M-V/def2-TZVPD
C -2.1132 0.7014 -0.4924
C -1.6060 -0.9473 0.6260
C -1.1082 0.5756 0.6366
C 1.8969 -0.1447 -0.7969
C 1.3522 0.4926 0.4840
N -2.2158 -0.5297 -0.5979
O 0.0807 1.0198 0.3192
H -2.2803 1.5229 -1.0736
H -1.0673 -1.8640 0.5375
H -2.3957 -1.0510 1.3827
H 1.2415 -0.9633 -1.1208
H 1.9108 0.5850 -1.5218
H 2.8212 -0.5291 -0.5087
H 2.1034 1.2953 0.7792
H 1.3799 -0.1635 1.3470
```

HOMO (alpha / beta) ... -0.48576 / -0.58595 Eh
Charge ... +1
HOMO-LUMO gap (alpha / beta) ... 8.27 / 6.43 eV
Multiplicity ... 3
LUMO energy (alpha / beta) ... -4.95 / -9.51 eV

Here are the natural (NBO) charges for atoms 1 to 8, given in e: atom 1 (C): 0.13, atom 2 (C): -0.33, atom 3 (C): 0.33, atom 4 (C): -0.60, atom 5 (C): -0.08, atom 6 (N): 0.06, atom 7 (O): -0.39, atom 8 (H): 0.26

Most stable structure: Q

P | Here is a single C8H13N molecule from the OMol25 dataset. Energies are from ωB97M-V/def2-TZVPD.

```
22
C8H13N ωB97M-V/def2-TZVPD
C -1.0815 1.1335 -0.8183
C 2.2706 1.8594 0.9272
C -2.3496 -1.0531 -0.5847
C 0.1940 -2.3740 0.3676
N -0.0153 1.8178 -0.1153
C 1.2053 1.0264 0.2842
C -1.0425 -0.3279 -0.4516
C 0.1075 -0.9233 -0.0272
C 1.3925 -0.2228 -0.1310
H -0.2218 2.7357 0.2686
H -2.0393 1.5832 -0.5282
H -0.9567 1.2486 -1.9045
H 2.3350 -0.7540 -0.0644
H 1.8297 2.6621 1.5268
H 2.9247 1.2611 1.5708
H 2.8841 2.3278 0.1495
H -2.5002 -1.3709 -1.6224
H -3.1849 -0.4048 -0.3028
H -2.4141 -1.9372 0.0559
H -0.1905 -2.5208 1.3820
H -0.3669 -3.0130 -0.3216
H 1.2199 -2.7535 0.3394
```

HOMO ... -0.25609 Eh
Charge ... 0
SMILES ... CC1=CC(C)=C(C)CN1
HOMO-LUMO gap ... 8.01 eV
LUMO energy ... 1.04 eV

Here are the natural (NBO) charges for atoms 1 to 8, given in e: atom 1 (C): -0.23, atom 2 (C): -0.66, atom 3 (C): -0.63, atom 4 (C): -0.64, atom 5 (N): -0.62, atom 6 (C): 0.27, atom 7 (C): -0.05, atom 8 (C): 0.01

Q | Here is 2 unconnected molecules or ions with the total composition C8H13N from the OMol25 dataset. Energies are from ωB97M-V/def2-TZVPD.

```
22
C8H13N ωB97M-V/def2-TZVPD
C 1.7707 0.7899 -0.9435
C -1.8948 1.3963 -0.4064
C -0.6629 -2.1787 -0.7800
C -0.3842 0.0168 1.0197
C 1.5845 -0.1682 0.2163
C -1.2214 0.0977 -0.0575
C -1.2761 -0.9884 -0.9837
C -0.3541 -0.0211 2.3275
N 2.3831 -0.2037 1.2361
H 3.0152 0.5982 1.2603
H -1.7121 -0.7785 -1.9564
H 2.6604 0.5078 -1.5085
H 1.8773 1.8146 -0.5854
H 0.9253 0.7399 -1.6265
H -2.9228 1.4021 -0.0296
H -1.9344 1.5718 -1.4815
H -1.3883 2.2610 0.0256
H -1.2489 -0.1853 2.9134
H 0.5984 -0.0455 2.8414
H -0.6766 -2.9473 -1.5387
H 1.2449 -1.1771 -0.1540
H -0.3833 -2.5025 0.2114
```

HOMO (alpha / beta) ... -0.30043 / -0.30043 Eh
Charge ... 0
SMILES ... C=C=C(C)C=C.[H]/N=C\C
HOMO-LUMO gap (alpha / beta) ... 8.01 / 8.01 eV
LUMO energy (alpha / beta) ... -0.16 / -0.16 eV

Here are the natural (NBO) charges for atoms 1 to 8, given in e: atom 1 (C): -0.68, atom 2 (C): -0.63, atom 3 (C): -0.36, atom 4 (C): 0.06, atom 5 (C): 0.10, atom 6 (C): -0.08, atom 7 (C): -0.23, atom 8 (C): -0.44

R | Here is 2 unconnected molecules or ions with the total composition C8H13N from the OMol25 dataset. Energies are from ωB97M-V/def2-TZVPD.

```
22
C8H13N ωB97M-V/def2-TZVPD
C -1.6999 -1.0315 -1.2187
C -0.5920 -0.3593 -0.5667
C 0.4020 0.4978 -1.3676
C 1.6602 1.2147 -1.0247
C 2.0470 2.2602 -0.0969
C -0.3487 -1.1134 2.7456
C 0.0953 -1.0954 0.6409
C -0.2476 -0.0191 1.6640
H -1.2023 -2.3882 -1.3071
H -2.6940 -0.9811 -0.4730
H -1.9169 -0.3668 -2.2345
H 0.8317 0.0201 -2.3356
H -0.2635 1.4024 -1.7810
H 2.6581 0.8451 -1.3316
H 3.0425 2.3826 0.0754
H 1.1822 2.8072 0.7205
H -1.4360 -1.7365 2.6293
H 1.2039 -1.6599 0.6629
H -0.4900 -2.1086 1.1444
H 0.6584 0.4727 2.2146
H -1.9147 0.3522 0.6192
N -0.9757 0.6046 0.6205
```

HOMO ... -0.33069 Eh
Charge ... 0
HOMO-LUMO gap ... 9.14 eV
LUMO energy ... 0.14 eV

Here are the natural (NBO) charges for atoms 1 to 8, given in e: atom 1 (C): -0.61, atom 2 (C): 0.04, atom 3 (C): -0.47, atom 4 (C): -0.20, atom 5 (C): -0.35, atom 6 (C): -0.09, atom 7 (C): -0.38, atom 8 (C): -0.26

Most stable structure: P

P | Here is a molecular structure, CH5ISi from the OMol25 dataset. Energies are from ωB97M-V/def2-TZVPD.

```
8
CH5ISi ωB97M-V/def2-TZVPD
C 0.0312 0.7913 -0.0227
Si -0.6270 -0.9596 0.0197
I -3.6106 0.0247 -0.0247
H -0.1079 1.0511 -1.0920
H -0.6060 1.4523 0.4197
H 0.9863 0.9048 0.3949
H -0.4712 -1.9192 1.0709
H -0.6264 -1.7102 -1.1225
```

HOMO ... -0.32268 Eh
Charge ... 0
HOMO-LUMO gap ... 7.84 eV
LUMO energy ... -0.94 eV

Table of natural (NBO) atomic charges, one value per atom, all in e: atom 1 (C): -1.11, atom 2 (Si): 1.20, atom 3 (I): -0.49, atom 4 (H): 0.26, atom 5 (H): 0.27, atom 6 (H): 0.25, atom 7 (H): -0.18, atom 8 (H): -0.20

Q | Here is a molecular structure, CH5ISi from the OMol25 dataset. Energies are from ωB97M-V/def2-TZVPD.

```
8
CH5ISi ωB97M-V/def2-TZVPD
C 1.0010 0.7869 -0.0756
Si -0.1957 -0.6363 0.0148
I 2.9614 0.1103 -0.0207
H 0.9119 1.5337 -0.8716
H -0.0966 -1.8073 0.9123
H -0.2012 -1.1944 -1.2068
H -1.5032 -0.1143 0.3452
H 0.8216 1.2377 0.9114
```

HOMO ... -0.34524 Eh
Charge ... 0
HOMO-LUMO gap ... 9.86 eV
LUMO energy ... 0.47 eV

Table of natural (NBO) atomic charges, one value per atom, all in e: atom 1 (C): -1.03, atom 2 (Si): 0.92, atom 3 (I): 0.12, atom 4 (H): 0.26, atom 5 (H): -0.14, atom 6 (H): -0.20, atom 7 (H): -0.18, atom 8 (H): 0.24

Most stable structure: P